--- 1 ---
11
Properties=species:S:1:pos:R:3:nbo_charge:R:1 method="wB97M-V/def2-TZVPD" e_lumo_ev=1.231 charge=0 orbital_gap_ev=10.7182
C 0.90761 2.47160 0.91435 0.507
C -1.37204 -0.33882 -0.97115 -0.406
C -0.76526 -0.87058 0.10521 -0.162
C 0.69318 -0.64337 0.25727 -0.650
O 1.94471 2.93535 0.90236 -0.499
H -0.81079 0.07163 -1.74604 0.177
H -2.42783 -0.35050 -1.25248 0.196
H -1.22755 -1.41976 0.88849 0.198
H 1.13677 -0.58988 -0.73469 0.214
H 1.14381 -1.54596 0.79205 0.208
H 0.77739 0.28031 0.84464 0.216

***

--- 2 ---
11
Properties=species:S:1:pos:R:3:nbo_charge:R:1 method="wB97M-V/def2-TZVPD" e_lumo_ev=0.766 charge=0 smiles="C=C1C[C@@H]1O" orbital_gap_ev=10.1176
C 0.02142 0.38332 -0.51157 -0.024
C -0.33761 1.62499 -0.78914 -0.378
C 1.10393 -0.63802 -0.26229 -0.467
C -0.16904 -0.57810 0.67113 0.059
O -0.98644 -1.68067 0.59467 -0.704
H -1.24918 1.95915 -0.33112 0.196
H 0.08346 2.29807 -1.57039 0.202
H 1.27575 -1.56288 -0.81218 0.244
H 2.03332 -0.10029 0.18896 0.225
H 0.02550 -0.17494 1.72690 0.169
H -1.80110 -1.53062 1.09502 0.478

***

--- 3 ---
11
Properties=species:S:1:pos:R:3:nbo_charge:R:1 method="wB97M-V/def2-TZVPD" e_lumo_ev=0.980 charge=0 smiles=C#CCCO orbital_gap_ev=11.0843
O 0.74876 -0.02231 -1.79824 -0.714
C -0.37496 -0.48497 -1.07475 -0.045
C -0.03709 -0.77485 0.39925 -0.510
C 0.13544 0.47052 1.16964 -0.024
C 0.16215 1.50357 1.79332 -0.245
H 1.03062 0.81873 -1.41248 0.470
H -1.20878 0.23400 -1.12037 0.166
H -0.69893 -1.40966 -1.56825 0.183
H -0.83875 -1.36423 0.85681 0.238
H 0.87706 -1.38174 0.42280 0.241
H 0.19506 2.42058 2.34408 0.239

***

Which one is the least stable? From the structures above, 2.